The following is a DFT calculation (the ωB97M-V functional and the def2-TZVPD basis) of a cluster of 8 separate species, C37H79B3N10O11S2 in total at a distorted geometry.

The strongest force on any atom comes out at 3.492 eV Å⁻¹. As for the LUMO energy: -0.654 eV. Its SMILES is COCCCCCCCB1OB(CN)OB(CCCSC(=S)n2ccnc2)O1.CNC(C)=O.CNC(C)=O.CNC(C)=O.CNC(C)=O.CNC(C)=O.CNC(C)=O.CNC(C)=O. The HOMO energy comes out at -8.39 eV.

Structure (XYZ):
```
142
C37H79B3N10O11S2 the ωB97M-V functional and the def2-TZVPD basis
C -3.018 -2.378 -0.110
O -2.842 -1.106 0.544
C -1.941 -1.230 1.653
C -0.438 -1.304 1.143
C 0.431 -0.355 2.101
C 0.302 1.163 1.733
C 1.302 1.733 0.661
C 2.532 0.843 0.267
C 3.890 1.191 1.050
B 3.841 0.938 2.629
O 2.882 1.430 3.545
B 2.713 0.606 4.687
C 1.548 1.051 5.728
N 0.624 -0.134 5.824
O 3.440 -0.581 4.965
B 4.301 -0.902 3.892
C 4.580 -2.408 3.376
C 3.263 -2.798 2.581
C 3.129 -4.323 2.235
S 2.044 -5.235 3.418
C 0.338 -5.274 2.719
S 0.010 -6.072 1.322
N -0.643 -4.592 3.516
C -2.007 -4.901 3.698
C -2.427 -3.871 4.613
N -1.384 -2.987 4.983
C -0.326 -3.457 4.287
O 4.918 0.166 3.191
H -2.708 -3.237 0.547
H -2.386 -2.401 -1.038
H -4.111 -2.479 -0.339
H -2.035 -0.335 2.325
H -2.153 -2.132 2.283
H 0.002 -2.337 1.258
H -0.321 -0.909 0.098
H -0.018 -0.495 3.130
H 1.479 -0.741 2.164
H -0.746 1.314 1.329
H 0.335 1.771 2.694
H 0.732 2.033 -0.265
H 1.719 2.705 1.071
H 2.775 1.107 -0.808
H 2.356 -0.262 0.265
H 4.278 2.211 0.767
H 4.648 0.463 0.627
H 1.959 1.367 6.723
H 0.982 1.921 5.280
H -0.329 0.131 5.585
H 0.675 -0.554 6.750
H 5.434 -2.340 2.643
H 4.819 -3.088 4.234
H 2.403 -2.395 3.181
H 3.279 -2.231 1.595
H 2.669 -4.382 1.210
H 4.109 -4.859 2.173
H -2.541 -5.739 3.214
H -3.461 -3.740 5.008
H 0.657 -2.949 4.375
C 4.753 -1.972 -3.710
N 4.319 -2.146 -2.338
C 5.083 -2.387 -1.241
C 6.573 -2.494 -1.432
O 4.557 -2.509 -0.143
H 4.435 -0.986 -4.052
H 4.274 -2.736 -4.325
H 5.832 -2.056 -3.809
H 3.331 -2.086 -2.136
H 7.048 -2.687 -0.472
H 6.807 -3.320 -2.106
H 6.969 -1.559 -1.832
C 1.449 3.937 -5.425
N 1.585 3.458 -4.064
C 0.640 2.871 -3.284
C -0.733 2.676 -3.873
O 0.916 2.520 -2.143
H 2.168 3.407 -6.053
H 1.678 5.004 -5.442
H 0.448 3.780 -5.814
H 2.479 3.558 -3.606
H -1.377 2.198 -3.137
H -1.168 3.642 -4.138
H -0.677 2.033 -4.753
C 7.620 -1.430 6.267
N 7.962 -0.999 4.926
C 9.035 -1.367 4.175
C 10.011 -2.344 4.780
O 9.184 -0.912 3.052
H 6.637 -1.904 6.240
H 7.574 -0.551 6.914
H 8.346 -2.132 6.667
H 7.349 -0.343 4.461
H 10.810 -2.543 4.068
H 10.451 -1.924 5.686
H 9.508 -3.286 5.008
C -0.856 6.141 0.513
N -0.471 5.010 1.332
C -0.789 4.757 2.630
C -1.652 5.757 3.357
O -0.372 3.740 3.163
H -1.403 5.764 -0.353
H 0.052 6.644 0.174
H -1.479 6.849 1.054
H 0.111 4.295 0.915
H -1.817 5.416 4.378
H -1.154 6.727 3.393
H -2.620 5.848 2.862
C -5.365 6.195 -1.422
N -4.070 5.879 -1.993
C -3.399 6.546 -2.970
C -4.049 7.771 -3.560
O -2.305 6.146 -3.343
H -5.242 6.356 -0.350
H -6.031 5.345 -1.581
H -5.803 7.082 -1.871
H -3.576 5.070 -1.645
H -3.398 8.193 -4.323
H -5.000 7.505 -4.024
H -4.206 8.523 -2.785
C -7.394 -1.159 -2.055
N -7.022 -0.664 -3.367
C -5.922 -0.981 -4.103
C -4.946 -1.966 -3.513
O -5.751 -0.473 -5.202
H -8.366 -1.649 -2.131
H -7.474 -0.310 -1.374
H -6.666 -1.865 -1.665
H -7.632 0.000 -3.821
H -4.123 -2.122 -4.207
H -4.540 -1.577 -2.578
H -5.439 -2.925 -3.340
C -6.693 -2.667 -7.124
N -7.621 -3.482 -6.363
C -8.319 -4.573 -6.777
C -8.132 -5.024 -8.204
O -9.067 -5.154 -6.004
H -5.723 -2.691 -6.627
H -7.063 -1.642 -7.133
H -6.582 -3.019 -8.147
H -7.794 -3.238 -5.399
H -8.749 -5.901 -8.389
H -8.439 -4.233 -8.891
H -7.089 -5.291 -8.380
```



The following is a DFT calculation (the ωB97M-V functional and the def2-TZVPD basis) of a cluster of 3 separate species, C33H68N10O6PS3 in total at a distorted geometry.

The strongest force on any atom comes out at 4.094 eV Å⁻¹. As for the LUMO energy: -2.517 eV. The charge is +1. The HOMO energy comes out at -10.63 eV.

Structure (XYZ):
```
121
C33H68N10O6PS3 the ωB97M-V functional and the def2-TZVPD basis
C -4.346 1.341 0.574
C -3.163 0.782 -0.237
N -3.384 0.425 -1.441
C -1.762 0.520 0.313
C -0.720 1.677 0.539
C 0.468 0.837 1.098
C 1.577 1.578 1.877
C 2.982 0.916 1.760
C 2.951 -0.608 1.702
N 2.586 -1.241 2.975
C 1.865 -2.373 2.890
C 1.661 -2.832 4.228
C 2.317 -1.846 5.002
C 2.892 -0.890 4.238
C -1.417 2.496 1.655
C -1.336 1.982 3.118
C -2.543 2.512 3.966
S -2.002 3.988 4.934
C -1.098 3.260 6.244
N -0.981 3.707 7.414
N -0.210 2.833 8.151
C 0.104 1.906 7.345
O -0.398 2.083 6.111
C -0.624 3.862 1.645
C -0.316 3.977 0.107
P 1.213 5.051 0.062
S 1.238 6.154 -1.545
N -0.350 2.623 -0.594
C -1.443 2.832 -1.623
C -1.288 3.886 -2.711
C -2.472 3.646 -3.707
C -3.032 4.932 -4.327
S -4.266 5.639 -3.220
O -5.272 6.236 -4.017
O -4.777 4.654 -2.310
O -3.478 6.726 -2.334
C 0.939 2.391 -1.314
C 1.035 1.191 -2.323
N 0.192 0.036 -2.050
N 0.808 1.539 -3.724
N 2.461 0.794 -2.288
H -5.211 0.718 0.346
H -4.553 2.347 0.183
H -4.147 1.416 1.645
H -4.358 0.604 -1.693
H -1.372 -0.349 -0.215
H -1.951 0.113 1.317
H 0.956 0.322 0.265
H 0.105 0.040 1.746
H 1.720 2.620 1.582
H 1.335 1.559 2.944
H 3.475 1.287 0.849
H 3.603 1.243 2.599
H 3.973 -0.937 1.458
H 2.315 -1.029 0.925
H 1.517 -2.856 1.989
H 1.153 -3.722 4.560
H 2.374 -1.891 6.083
H 3.478 -0.029 4.510
H -2.435 2.842 1.464
H -1.317 0.890 3.209
H -0.458 2.406 3.596
H -3.366 2.870 3.346
H -2.840 1.776 4.713
H 0.697 1.031 7.562
H 0.254 3.960 2.283
H -1.331 4.620 1.996
H -1.090 4.689 -0.176
H 1.076 5.914 1.171
H 2.394 4.294 0.237
H -2.350 3.080 -1.059
H -1.676 1.871 -2.092
H -1.431 4.895 -2.309
H -0.375 3.883 -3.300
H -3.237 3.008 -3.259
H -2.040 3.052 -4.525
H -2.252 5.638 -4.620
H -3.570 4.635 -5.232
H -2.986 6.196 -1.688
H 1.236 3.256 -1.915
H 1.788 2.292 -0.634
H 0.670 -0.690 -1.539
H -0.214 -0.341 -2.898
H 1.266 2.420 -3.933
H -0.185 1.606 -3.923
H 2.717 0.573 -1.325
H 2.498 -0.092 -2.789
C -0.232 -8.311 2.586
C -0.491 -7.248 1.525
C 0.792 -6.647 0.930
O 1.447 -5.708 1.767
C 2.269 -6.255 2.765
N -1.365 -6.214 2.092
H 0.076 -7.881 3.539
H -1.141 -8.883 2.774
H 0.540 -9.012 2.261
H -1.028 -7.732 0.704
H 0.515 -6.088 0.030
H 1.491 -7.429 0.610
H 2.757 -7.188 2.470
H 1.679 -6.427 3.670
H 3.038 -5.521 3.008
H -1.617 -5.557 1.358
H -0.804 -5.660 2.734
C 2.728 -2.497 -6.228
C 2.860 -3.195 -4.878
C 1.771 -4.244 -4.613
O 0.510 -3.701 -4.253
C -0.292 -3.277 -5.343
N 2.894 -2.180 -3.819
H 1.929 -1.755 -6.236
H 3.652 -1.973 -6.473
H 2.534 -3.218 -7.025
H 3.820 -3.718 -4.879
H 2.083 -4.844 -3.753
H 1.667 -4.936 -5.457
H -0.158 -3.915 -6.220
H -0.078 -2.236 -5.602
H -1.334 -3.332 -5.028
H 3.078 -2.641 -2.931
H 1.943 -1.829 -3.722
```



The following is a DFT calculation (the ωB97M-V functional and the def2-TZVPD basis) of a structure of composition C4H7KO3 at a distorted geometry.

The strongest force on any atom comes out at 1.337 eV Å⁻¹. As for the LUMO energy: -0.504 eV. The HOMO energy comes out at -5.60 eV.

Structure (XYZ):
```
15
C4H7KO3 the ωB97M-V functional and the def2-TZVPD basis
H 2.811 0.437 -0.820
O -0.101 -1.376 0.039
C -0.845 -0.295 -0.013
O -0.496 0.823 0.336
O -2.052 -0.592 -0.448
C -3.063 0.415 -0.319
H -3.119 0.761 0.720
H -2.840 1.258 -0.983
H -3.998 -0.070 -0.611
C 1.266 -1.279 0.491
H 1.331 -0.824 1.489
C 2.209 -0.988 -0.521
H 1.841 -1.000 -1.553
H 3.228 -1.321 -0.292
K 1.727 1.902 0.615
```



Which of these has the lowest strongest force on any atom?
C4H7KO3